C3H5F2N | ωB97M-V with the def2-TZVPD basis set

Properties
HOMO level (hartree): -0.34366
Energy above the lowest of the compared OMol25 structures with the same formula, charge and spin (kcal per mole): 49.2
Orbital gap (eV): 10.33
Calculated total energy (hartree): -371.690064
Lowest unoccupied orbital energy (eV): 1.0

Last column: natural (NBO) charge in e.
CARTESIAN COORDINATES (ANGSTROEM)
C: 1.73 0.67 -0.01  -0.4891
C: 1.72 -0.52 -0.45  0.2156
C: -1.83 0.56 1.01  0.3808
N: -1.78 -0.49 0.27  -0.7890
F: 0.79 -1.00 -1.28  -0.3543
F: -2.82 1.33 0.53  -0.3743
H: 0.85 1.37 -0.24  0.2230
H: 2.41 1.17 0.63  0.2302
H: 2.33 -1.41 -0.11  0.1730
H: -2.35 -0.59 -0.56  0.3808
H: -1.04 -1.10 0.21  0.4031

C43H41BrF5N8OS4TeY | ωB97M-V with the def2-TZVPD basis set

Properties
HOMO level (hartree): -0.49193
Energy above the lowest of the compared OMol25 structures with the same formula, charge and spin (kcal per mole): 0.0
Orbital gap (eV): 8.88
Calculated total energy (hartree): -7148.463725
Lowest unoccupied orbital energy (eV): -4.5
Net charge: +2

Last column: Löwdin charge in e.
CARTESIAN COORDINATES (ANGSTROEM)
Y: -0.21 0.42 -2.52  1.1417
N: -0.49 1.67 -0.64  -0.3887
S: -0.14 1.68 0.78  0.7553
N: 1.07 0.69 1.30  -0.3542
S: 0.94 -0.67 2.03  0.8993
N: 0.01 -1.81 1.53  -0.3492
S: -0.02 -2.27 -0.04  0.7725
N: -0.17 -1.23 -1.05  -0.3846
C: 1.43 -3.28 -0.24  -0.3315
C: 1.79 -4.19 0.74  -0.0622
C: 2.93 -4.96 0.54  -0.0521
C: 3.66 -4.82 -0.63  -0.0499
C: 3.27 -3.91 -1.61  -0.0459
C: 2.14 -3.13 -1.41  -0.0575
C: -1.36 -3.43 0.03  -0.3052
C: -1.43 -4.35 -1.01  -0.0554
C: -2.53 -5.18 -1.09  -0.0436
C: -3.54 -5.08 -0.15  -0.0496
C: -3.47 -4.15 0.88  -0.0553
C: -2.37 -3.31 0.97  -0.0670
C: 2.62 -1.21 2.12  -0.3096
C: 3.01 -2.02 3.18  -0.0521
C: 4.29 -2.54 3.18  -0.0457
C: 5.15 -2.26 2.12  -0.0435
C: 4.74 -1.46 1.07  -0.0433
C: 3.47 -0.92 1.06  -0.0559
C: 0.42 -0.47 3.71  -0.3337
C: -0.57 -1.26 4.26  -0.0488
C: -0.95 -1.03 5.57  -0.0435
C: -0.33 -0.04 6.31  -0.0408
C: 0.68 0.74 5.75  -0.0408
C: 1.06 0.53 4.44  -0.0626
C: 0.50 3.24 1.35  -0.3261
C: -0.32 4.33 1.09  -0.0702
C: 0.10 5.59 1.48  -0.0522
C: 1.33 5.75 2.11  -0.0516
C: 2.14 4.65 2.34  -0.0521
C: 1.73 3.38 1.97  -0.0649
C: -1.52 1.36 1.86  -0.3120
C: -1.64 1.97 3.10  -0.0602
C: -2.74 1.65 3.89  -0.0526
C: -3.68 0.73 3.45  -0.0509
C: -3.54 0.13 2.20  -0.0579
C: -2.46 0.45 1.39  -0.0824
H: 1.20 -4.30 1.64  0.1223
H: 3.23 -5.68 1.29  0.1175
H: 4.54 -5.43 -0.79  0.1160
H: 3.84 -3.82 -2.52  0.1168
H: 1.81 -2.42 -2.16  0.0796
H: -0.63 -4.41 -1.74  0.1170
H: -2.59 -5.91 -1.88  0.1195
H: -4.40 -5.74 -0.21  0.1166
H: -4.26 -4.08 1.61  0.1138
H: -2.30 -2.57 1.76  0.0812
H: 2.33 -2.24 3.99  0.1227
H: 4.62 -3.16 4.00  0.1197
H: 6.15 -2.68 2.13  0.1189
H: 5.42 -1.26 0.25  0.1188
H: 3.13 -0.29 0.24  0.0874
H: -1.04 -2.04 3.67  0.1025
H: -1.73 -1.64 6.02  0.1202
H: -0.62 0.13 7.34  0.1195
H: 1.16 1.51 6.33  0.1200
H: 1.84 1.13 3.99  0.1141
H: -1.27 4.20 0.59  0.1177
H: -0.53 6.45 1.30  0.1149
H: 1.66 6.73 2.41  0.1161
H: 3.11 4.78 2.82  0.1150
H: 2.36 2.52 2.13  0.0957
H: -0.91 2.69 3.44  0.1194
H: -2.85 2.13 4.86  0.1190
H: -4.53 0.49 4.07  0.1164
H: -4.28 -0.57 1.85  0.1135
H: -2.33 0.01 0.41  0.0608
N: 0.56 1.80 -4.69  -0.0032
N: 1.89 2.24 -4.80  -0.0443
C: 2.78 2.04 -3.81  -0.8201
N: 4.04 2.39 -4.10  0.1208
S: 2.38 1.49 -2.27  0.6703
H: 0.41 1.09 -5.40  0.0549
H: -0.06 2.58 -4.92  0.1020
H: 2.22 2.46 -5.73  0.1637
H: 4.31 2.80 -4.97  0.1245
H: 4.74 2.29 -3.38  0.1080
C: -3.17 5.39 -3.68  -0.0287
C: -3.31 3.93 -3.38  -0.2312
C: -4.55 3.31 -3.26  0.0152
C: -4.63 1.96 -2.98  -0.0643
C: -3.45 1.26 -2.84  -0.7058
Br: -3.48 -0.57 -2.35  0.8668
N: -2.25 1.80 -2.99  -0.0777
C: -2.20 3.12 -3.23  -0.0941
H: -4.02 5.95 -3.28  0.0890
H: -3.14 5.57 -4.75  0.0955
H: -2.26 5.80 -3.24  0.0842
H: -5.46 3.89 -3.38  0.1337
H: -5.58 1.46 -2.86  0.1158
H: -1.20 3.55 -3.26  0.1177
F: -1.41 -0.37 -4.75  -0.4413
Te: -0.17 -1.78 -5.20  1.7747
F: -1.13 -2.91 -4.09  -0.3552
F: 0.52 -0.58 -6.47  -0.3625
F: 0.94 -3.13 -5.77  -0.3229
F: -1.37 -2.24 -6.51  -0.3096
O: 0.88 -1.12 -3.89  -0.6721

- Look up the orbital gap of the first one.
  10.33 eV

- Among the records above, which one has the highest orbital gap?
  C3H5F2N

- What is the orbital gap in the first record?
  10.33 eV